--- A ---
C6H12O3 | the ωB97M-V functional and the def2-TZVPD basis

Last column: Löwdin charge in e.
Element x y z (Å)
1 C -0.10 0.73 0.99  -0.599
2 C 0.24 -1.15 -0.71  -0.372
3 C 1.31 1.11 1.46  0.011
4 C -1.05 -1.96 -0.78  -0.024
5 C -0.03 0.30 -0.53  -0.195
6 C -0.23 1.19 -1.49  0.095
7 O -0.90 1.87 1.16  0.010
8 O -0.62 -0.32 1.76  0.016
9 O 0.93 -1.34 -2.00  -0.058
10 H -1.78 1.68 0.81  0.112
11 H -0.62 -0.05 2.69  0.113
12 H 1.73 -0.81 -2.00  0.086
13 H 0.88 -1.53 0.10  0.144
14 H 1.70 1.90 0.82  0.092
15 H 1.26 1.49 2.48  0.089
16 H 1.96 0.25 1.42  0.088
17 H -0.81 -3.00 -1.01  0.082
18 H -1.57 -1.91 0.17  0.075
19 H -1.69 -1.57 -1.57  0.088
20 H -0.17 0.90 -2.52  0.074
21 H -0.45 2.22 -1.26  0.073

Properties
E_HOMO ... -9.72 eV

=====

--- B ---
C6H12O3 | the ωB97M-V functional and the def2-TZVPD basis

Last column: Löwdin charge in e.
Element x y z (Å)
1 C -0.73 0.73 0.27  -0.513
2 C -0.35 -0.70 0.05  -0.224
3 C -0.35 1.38 1.58  0.007
4 C -0.81 -1.40 -1.22  -0.040
5 C 1.29 -0.63 0.10  -0.329
6 C 2.10 0.00 -0.75  0.052
7 O -0.55 1.62 -0.78  0.038
8 O -2.32 0.40 0.36  -0.091
9 O 1.78 -1.40 1.13  0.022
10 H -0.70 1.13 -1.61  0.098
11 H -2.81 1.19 0.05  0.069
12 H 2.75 -1.45 1.07  0.109
13 H -0.62 -1.30 0.93  0.147
14 H 0.59 1.93 1.49  0.094
15 H -1.13 2.09 1.86  0.092
16 H -0.26 0.65 2.39  0.097
17 H -1.85 -1.72 -1.11  0.084
18 H -0.76 -0.76 -2.11  0.077
19 H -0.18 -2.27 -1.44  0.090
20 H 3.18 -0.14 -0.74  0.062
21 H 1.71 0.65 -1.53  0.059

Properties
E_HOMO ... -9.02 eV

=====

--- C ---
C6H12O3 | the ωB97M-V functional and the def2-TZVPD basis

Last column: Löwdin charge in e.
Element x y z (Å)
1 C -0.53 0.36 1.07  -0.450
2 C 0.46 -0.94 -0.87  -0.210
3 C 0.23 1.21 -0.13  0.018
4 C -1.85 -0.31 0.86  -0.022
5 C 1.43 -0.59 -1.95  -0.064
6 C -0.57 1.94 1.02  -0.480
7 O 0.32 -0.18 2.01  0.028
8 O 0.88 -1.88 0.02  0.024
9 O -1.67 2.54 0.81  -0.130
10 H 0.40 -1.13 1.84  0.090
11 H 1.85 -1.94 0.03  0.134
12 H -0.56 -1.13 -1.16  0.127
13 H -0.25 1.37 -1.09  0.111
14 H 1.31 1.28 -0.04  0.105
15 H 0.12 2.28 1.82  0.152
16 H -2.37 0.12 0.00  0.095
17 H -2.48 -0.09 1.73  0.104
18 H -1.76 -1.39 0.75  0.081
19 H 2.38 -0.25 -1.54  0.095
20 H 1.63 -1.47 -2.56  0.098
21 H 1.04 0.19 -2.60  0.090

Properties
E_HOMO (spin up / spin down) ... -6.92 / -6.93 eV

=====

Last place for stability: C

=====

--- A ---
C6H12O3 | the ωB97M-V functional and the def2-TZVPD basis

Last column: Löwdin charge in e.
Element x y z (Å)
1 C -1.27 -0.78 -1.33  -0.296
2 C 0.65 -0.28 -2.20  -0.096
3 C -0.91 -1.80 -0.30  -0.058
4 O -1.84 0.34 -0.97  0.026
5 H -1.68 0.58 0.01  0.071
6 H -1.59 -1.12 -2.31  0.129
7 H -0.09 -1.43 0.32  0.072
8 H -1.76 -1.99 0.36  0.098
9 H 0.17 0.35 -2.93  0.045
10 H 1.70 0.04 -2.12  0.048
11 H 0.74 -1.30 -2.58  0.039
12 H -0.59 -2.73 -0.77  0.087
13 C 0.81 1.33 2.84  -0.002
14 C 0.13 1.09 1.53  -0.366
15 C 1.00 0.93 0.30  -0.223
16 O -1.08 0.89 1.48  0.046
17 O 2.03 1.53 0.10  0.045
18 H 0.60 0.19 -0.92  0.062
19 H 0.07 1.58 3.60  0.087
20 H 1.36 0.43 3.15  0.098
21 H 1.53 2.15 2.75  0.089

Properties
E_HOMO (spin up / spin down) ... -7.28 / -7.28 eV

=====

--- B ---
C6H12O3 | the ωB97M-V functional and the def2-TZVPD basis

Last column: Löwdin charge in e.
Element x y z (Å)
1 C 0.47 0.60 0.27  -0.519
2 C -0.26 -1.59 -0.82  -0.380
3 C -0.72 0.80 1.19  -0.020
4 C 1.70 1.42 0.62  -0.022
5 C -0.82 -2.55 0.20  -0.013
6 C -0.01 1.58 -1.32  -0.209
7 O 0.82 -0.65 -0.05  -0.063
8 O -1.16 -0.82 -1.42  -0.023
9 O -0.66 2.58 -1.24  0.063
10 H -0.75 0.21 -1.55  0.124
11 H 0.46 -2.07 -1.50  0.146
12 H 0.79 1.46 -2.10  0.123
13 H 1.44 2.47 0.79  0.093
14 H -0.45 0.47 2.19  0.097
15 H -1.58 0.24 0.84  0.078
16 H -0.98 1.86 1.21  0.086
17 H 2.14 1.01 1.53  0.097
18 H 2.44 1.35 -0.17  0.089
19 H -0.01 -3.02 0.75  0.088
20 H -1.48 -2.03 0.89  0.077
21 H -1.39 -3.32 -0.32  0.088

Properties
E_HOMO ... -8.59 eV

=====

Last place for stability: A